Record 1
Formula: C30H42EuN2O2P2
Source: the OMol25 dataset
Level of theory: wB97M-V/def2-TZVPD

XYZ file:
```
79
Properties=species:S:1:pos:R:3:forces:R:3
P 0.244 -2.234 -1.441 -0.2 0.5 0.0
P 0.039 0.961 -1.340 0.1 -0.3 0.1
C -0.025 -1.288 -3.014 0.2 -0.5 -0.3
C 0.476 0.166 -2.954 -0.2 0.1 0.2
H -1.106 -1.328 -3.231 0.2 0.1 0.0
H 0.473 -1.831 -3.827 -0.3 0.4 0.2
H 1.577 0.216 -3.057 -0.4 -0.1 0.0
H 0.020 0.747 -3.771 0.5 -0.3 0.4
C -1.598 1.704 -1.695 0.1 0.2 -0.1
H -1.867 2.349 -0.844 0.0 -0.1 -0.3
H -2.356 0.913 -1.802 0.2 0.3 0.0
H -1.532 2.295 -2.621 -0.3 -0.1 0.3
C 1.155 2.374 -1.215 0.0 0.6 -0.1
H 0.872 3.129 -1.965 0.3 0.0 0.2
H 2.179 2.021 -1.400 -0.2 0.2 0.1
H 1.096 2.801 -0.199 0.0 -0.1 -0.4
C -0.812 -3.705 -1.711 0.2 0.1 -0.1
H -0.711 -4.358 -0.835 -0.1 0.1 -0.3
H -0.505 -4.222 -2.628 -0.2 -0.1 0.1
H -1.855 -3.365 -1.787 0.2 -0.2 -0.1
C 1.944 -2.865 -1.719 -0.2 0.0 0.2
H 2.645 -2.020 -1.730 -0.1 -0.2 0.0
H 1.987 -3.410 -2.669 0.1 0.1 0.2
H 2.197 -3.522 -0.880 0.1 0.1 -0.2
Eu -0.517 -0.736 0.971 -0.1 -0.8 0.7
C 0.637 0.973 -6.153 -0.4 0.6 -0.1
C -0.690 1.016 -5.973 0.5 0.7 -0.5
C -1.699 0.323 -6.837 -0.3 -0.3 -0.2
C -1.295 -1.082 -7.338 -0.4 0.0 -0.3
C -0.610 -1.936 -6.308 0.3 -0.6 -0.2
C 0.714 -2.004 -6.126 -0.4 -0.7 -0.6
C 1.747 -1.217 -6.877 0.3 0.2 -0.1
C 1.339 0.224 -7.252 0.4 0.1 -0.4
C 0.365 -3.063 1.455 -0.1 0.5 -0.1
H 1.305 1.605 -5.550 -0.5 -0.3 0.0
H -1.130 1.722 -5.261 0.3 -0.3 0.0
H -1.921 0.950 -7.718 0.0 -0.1 0.2
H -2.647 0.233 -6.287 0.2 0.1 -0.1
H -2.221 -1.602 -7.635 0.3 0.2 0.0
H -0.700 -1.003 -8.259 -0.2 -0.1 0.4
H -1.284 -2.618 -5.771 0.5 0.3 0.0
H 1.139 -2.800 -5.505 -0.3 0.3 0.1
H 2.018 -1.752 -7.803 0.0 0.1 0.3
H 2.671 -1.170 -6.280 -0.3 -0.1 -0.1
H 2.266 0.775 -7.485 -0.3 -0.2 0.0
H 0.757 0.227 -8.186 0.2 0.1 0.4
H 1.138 -2.667 2.140 -0.1 -0.4 0.1
H 0.735 -3.947 0.931 0.0 0.0 0.2
H -0.527 -3.314 2.053 0.3 -0.3 0.1
O 0.629 3.330 2.161 -0.2 -0.3 0.4
C 0.272 2.448 2.922 -0.3 -0.6 0.7
N 0.000 2.583 4.292 0.2 0.9 -1.5
C -0.216 1.316 4.944 0.1 0.0 0.7
C -0.352 0.418 3.674 -0.4 -0.6 -0.6
O -0.785 -0.766 3.599 0.6 1.4 0.5
N 0.006 1.107 2.578 0.2 0.7 0.3
C 1.012 1.005 5.808 0.0 -0.4 -0.1
C 1.716 -0.186 5.640 0.3 0.2 0.2
C 2.887 -0.405 6.383 -0.2 0.0 0.0
C 3.332 0.548 7.301 0.0 0.0 -0.1
C 2.594 1.722 7.503 -0.4 -0.1 -0.3
C 1.426 1.946 6.767 0.4 -0.3 -0.1
C -1.494 1.350 5.784 0.0 -0.4 0.1
C -1.535 0.867 7.102 -0.4 0.2 -0.3
C -2.727 0.948 7.833 0.3 -0.2 -0.3
C -3.880 1.460 7.245 0.0 0.2 -0.3
C -3.844 1.915 5.921 0.5 -0.2 -0.2
C -2.649 1.852 5.190 -0.5 0.0 0.4
H 0.220 3.456 4.759 0.0 -0.5 -0.1
H 1.352 -0.938 4.931 0.2 0.3 0.3
H 3.440 -1.337 6.232 -0.1 0.4 0.1
H 4.264 0.390 7.856 -0.4 0.0 -0.2
H 2.911 2.469 8.232 0.0 -0.3 -0.2
H 0.839 2.852 6.945 0.2 -0.3 -0.1
H -0.644 0.425 7.549 -0.3 0.2 -0.1
H -2.740 0.575 8.857 -0.1 0.1 -0.2
H -4.815 1.502 7.805 0.3 0.0 -0.1
H -4.736 2.301 5.431 0.1 -0.1 0.2
H -2.615 2.185 4.146 0.0 0.0 0.4
```
Forces are in eV/Å.

## Properties
- LUMO level (alpha / beta): 0.0 / -0.1 eV
- E_tot: -2821.3315 Ha
- Expectation value of S²: 15.762
- 2S+1: 8
- Gap between HOMO and LUMO (alpha / beta): 6.13 / 6.29 eV
- Highest occupied orbital energy (alpha / beta): -6.178 / -6.348 eV
- Strongest force on any atom: 1.8 eV/A

Population analysis type Löwdin, resulting atomic charges in e: number 1, P, carries 0.7198; number 2, P, carries 0.7264; number 3, C, carries -0.4394; number 4, C, carries -0.4117; number 5, H, carries 0.0795; number 6, H, carries 0.0302; number 7, H, carries 0.0859; number 8, H, carries 0.0276; number 9, C, carries -0.2842; number 10, H, carries 0.0431; number 11, H, carries 0.0353; number 12, H, carries 0.0363; number 13, C, carries -0.2810; number 14, H, carries 0.0474; number 15, H, carries 0.0436; number 16, H, carries 0.0209; number 17, C, carries -0.2802; number 18, H, carries 0.0279; number 19, H, carries 0.0403; number 20, H, carries 0.0374; number 21, C, carries -0.2605; number 22, H, carries 0.0405; number 23, H, carries 0.0388; number 24, H, carries 0.0322; number 25, Eu, carries 1.2784; number 26, C, carries -0.1162; number 27, C, carries -0.1323; number 28, C, carries -0.1827; number 29, C, carries -0.1966; number 30, C, carries -0.1132; number 31, C, carries -0.1403; number 32, C, carries -0.1792; number 33, C, carries -0.1945; number 34, C, carries -0.3882; number 35, H, carries 0.1112; number 36, H, carries 0.0982; number 37, H, carries 0.1202; number 38, H, carries 0.1083; number 39, H, carries 0.1113; number 40, H, carries 0.1010; number 41, H, carries 0.1103; number 42, H, carries 0.0998; number 43, H, carries 0.1202; number 44, H, carries 0.1104; number 45, H, carries 0.1123; number 46, H, carries 0.1014; number 47, H, carries -0.0691; number 48, H, carries -0.0781; number 49, H, carries -0.0693; number 50, O, carries 0.0295; number 51, C, carries -0.5277; number 52, N, carries 0.1326; number 53, C, carries -0.2854; number 54, C, carries -0.4823; number 55, O, carries -0.1005; number 56, N, carries 0.0089; number 57, C, carries -0.1644; number 58, C, carries -0.0093; number 59, C, carries -0.0721; number 60, C, carries -0.0939; number 61, C, carries -0.0781; number 62, C, carries -0.0447; number 63, C, carries -0.1410; number 64, C, carries -0.0145; number 65, C, carries -0.0780; number 66, C, carries -0.0953; number 67, C, carries -0.0755; number 68, C, carries -0.0263; number 69, H, carries 0.1533; number 70, H, carries 0.1152; number 71, H, carries 0.1055; number 72, H, carries 0.1027; number 73, H, carries 0.1026; number 74, H, carries 0.1204; number 75, H, carries 0.1162; number 76, H, carries 0.1027; number 77, H, carries 0.1002; number 78, H, carries 0.0990; number 79, H, carries 0.1214

---

Record 2
Formula: CHN3O2
Source: the OMol25 dataset
Level of theory: wB97M-V/def2-TZVPD

XYZ file:
```
7
Properties=species:S:1:pos:R:3:forces:R:3
O -0.798 -1.466 0.461 1.7 -0.8 -2.6
C 0.011 -0.321 0.210 -2.8 0.6 -1.1
N 0.282 0.282 -1.088 0.1 -2.0 1.4
N 0.659 1.436 -0.839 0.2 0.5 -2.1
O 0.581 1.722 0.432 -0.2 -0.9 1.6
N 0.116 0.620 1.107 0.3 -1.2 0.5
H -0.852 -2.274 -0.283 0.9 3.8 2.5
```
Forces are in eV/Å.

## Properties
- Structure (SMILES): Oc1nnon1
- LUMO level: 0.1 eV
- E_tot: -353.3237 Ha
- Gap between HOMO and LUMO: 11.35 eV
- Highest occupied orbital energy: -11.244 eV
- Strongest force on any atom: 4.7 eV/A

Population analysis type natural (NBO), resulting atomic charges in e: number 1, O, carries -0.6809; number 2, C, carries 0.5205; number 3, N, carries -0.2514; number 4, N, carries 0.1475; number 5, O, carries -0.1137; number 6, N, carries -0.1522; number 7, H, carries 0.5302